The following is a quantum chemistry calculation of a cluster of 2 separate species, C5H13N3O2 in total, from the Open Molecules 2025 dataset.

Values from the calculation:
Energy = -13960.8402 eV
SMILES string = [H]/N=C(\[O-])[NH+](C)C.CC(N)=O
Energy above the lowest of the compared OMol25 structures with the same formula, charge and spin = 115.22 kJ/mol

```
! RIJCOSX wB97M-V def2-TZVPD def2/J DEFGRID3
* xyz 0 1
H 2.19 1.43 -0.23
N 1.32 1.11 -0.63
C 0.23 1.52 -0.05
O -0.24 2.11 0.88
N -0.81 0.88 -1.16
C -1.54 1.96 -1.82
C -1.69 -0.12 -0.56
H 0.20 0.55 -1.63
H -2.11 2.53 -1.07
H -2.23 1.56 -2.57
H -0.83 2.63 -2.30
H -2.39 -0.51 -1.30
H -1.08 -0.94 -0.17
H -2.24 0.33 0.27
C 1.13 -1.20 2.37
C 1.18 -2.29 1.30
N 1.41 -1.84 0.04
O 1.04 -3.47 1.56
H 0.53 -1.56 3.20
H 2.14 -1.02 2.73
H 0.72 -0.27 1.99
H 1.54 -0.86 -0.18
H 1.55 -2.53 -0.68
*
```